Entry 1:
The following is a quantum chemistry calculation of C4H6O2 as an isolated structure at a distorted geometry, from the OMol25 dataset.

Computed properties:
energy relative to the best compared isomer or geometry (same formula, charge and spin) = 277.4 kJ/mol
E_tot = -8337.5865 eV
highest occupied orbital energy = -9.45 eV
Kohn-Sham gap = 0.3740 hartree

Last column: natural (NBO) charge in e.
Positions of all 12 atoms, in Å:
O  0.831  2.267  -0.173  -0.542
C  0.420  1.129  -0.103  0.535
C  -0.950  0.587  -0.043  -0.545
C  -0.860  -0.890  -0.278  -0.092
O  0.338  -1.138  0.506  -0.528
C  1.278  -0.116  0.162  -0.196
H  -1.779  1.188  -0.456  0.255
H  -0.646  0.083  1.165  0.305
H  -1.648  -1.466  0.216  0.200
H  -0.670  -1.323  -1.253  0.184
H  1.836  -0.453  -0.717  0.204
H  1.969  -0.007  1.000  0.220


Entry 2:
The following is a quantum chemistry calculation of the molecule C4H6O2, from the OMol25 dataset.

Computed properties:
energy relative to the best compared isomer or geometry (same formula, charge and spin) = 373.1 kJ/mol
E_tot = -8336.5943 eV
SMILES string = O[C@H]1[C@H]2CO[C@@H]12
highest occupied orbital energy = -8.39 eV
Kohn-Sham gap = 0.3373 hartree

Last column: natural (NBO) charge in e.
Positions of all 12 atoms, in Å:
O  -0.329  1.190  -1.588  -0.723
C  0.049  1.050  -0.236  -0.037
C  -0.581  0.111  0.699  -0.313
C  -0.281  -1.304  0.299  -0.118
O  1.096  -1.140  -0.064  -0.486
C  1.186  0.209  0.114  0.200
H  -1.207  0.801  -1.667  0.467
H  0.173  2.024  0.255  0.188
H  -1.263  0.371  1.508  0.224
H  -0.364  -1.995  1.142  0.202
H  -0.787  -1.736  -0.571  0.195
H  2.225  0.559  0.137  0.202


Entry 3:
The following is a quantum chemistry calculation of the molecule C4H6O2, from the OMol25 dataset.

Computed properties:
energy relative to the best compared isomer or geometry (same formula, charge and spin) = 348.2 kJ/mol
E_tot = -8336.8520 eV
highest occupied orbital energy = -8.76 eV
Kohn-Sham gap = 0.3432 hartree

Last column: natural (NBO) charge in e.
Positions of all 12 atoms, in Å:
C  1.775  0.803  -0.948  -0.251
C  0.590  -0.378  0.668  0.287
O  0.547  0.551  -0.254  -0.503
C  -0.845  -0.542  1.162  -0.671
C  -1.843  -0.618  0.024  0.441
O  -2.448  -1.620  -0.267  -0.508
H  1.697  0.328  -1.928  0.194
H  2.605  0.378  -0.381  0.209
H  1.873  1.883  -1.066  0.193
H  -0.926  -1.437  1.783  0.239
H  -1.070  0.342  1.778  0.253
H  -1.955  0.311  -0.569  0.116


Entry 4:
The following is a quantum chemistry calculation of the molecule C4H6O2 at a distorted geometry, from the OMol25 dataset.

Computed properties:
energy relative to the best compared isomer or geometry (same formula, charge and spin) = 344.1 kJ/mol
E_tot = -8336.8949 eV
highest occupied orbital energy = -9.56 eV
Kohn-Sham gap = 0.3811 hartree

Last column: natural (NBO) charge in e.
Positions of all 12 atoms, in Å:
O  1.582  -0.056  -0.968  -0.721
C  0.887  0.292  0.213  0.068
C  -0.500  0.979  0.040  0.063
C  -1.016  -0.332  -0.574  -0.429
C  -0.263  -0.644  0.733  0.048
O  -0.894  0.508  1.370  -0.518
H  2.189  -0.771  -0.729  0.472
H  1.659  0.713  0.859  0.185
H  -0.770  2.012  -0.200  0.199
H  -2.096  -0.486  -0.562  0.216
H  -0.529  -0.643  -1.498  0.223
H  -0.248  -1.572  1.315  0.195


Entry 5:
The following is a quantum chemistry calculation of the molecule C4H6O2, from the OMol25 dataset.

Computed properties:
energy relative to the best compared isomer or geometry (same formula, charge and spin) = 293.8 kJ/mol
E_tot = -8337.4166 eV
SMILES string = C1O[C@H]1[C@H]1CO1
highest occupied orbital energy = -10.39 eV
Kohn-Sham gap = 0.4193 hartree

Last column: natural (NBO) charge in e.
Positions of all 12 atoms, in Å:
C  1.715  0.507  0.088  -0.108
O  1.708  -0.789  0.657  -0.484
C  0.735  -0.493  -0.343  0.018
C  -0.634  -0.442  0.274  0.026
C  -1.802  0.332  -0.153  -0.112
O  -1.726  -1.072  -0.361  -0.478
H  1.366  1.320  0.727  0.180
H  2.599  0.725  -0.509  0.189
H  0.867  -1.032  -1.282  0.205
H  -0.522  -0.648  1.338  0.196
H  -1.801  0.945  -1.054  0.184
H  -2.508  0.647  0.618  0.183


Entry 6:
The following is a quantum chemistry calculation of the molecule C4H6O2, from the OMol25 dataset.

Computed properties:
energy relative to the best compared isomer or geometry (same formula, charge and spin) = 160.8 kJ/mol
E_tot = -8338.7945 eV
SMILES string = CC(=O)[C@H]1CO1
highest occupied orbital energy = -9.89 eV
Kohn-Sham gap = 0.3983 hartree

Last column: natural (NBO) charge in e.
Positions of all 12 atoms, in Å:
C  -1.441  -0.445  -0.521  -0.735
C  -0.625  -0.385  0.749  0.564
O  -0.921  -1.005  1.747  -0.525
C  0.631  0.447  0.753  -0.050
C  1.571  0.380  -0.374  -0.094
O  0.730  1.500  -0.196  -0.473
H  -1.293  0.439  -1.146  0.239
H  -1.140  -1.333  -1.090  0.240
H  -2.494  -0.562  -0.254  0.246
H  1.014  0.664  1.750  0.209
H  1.340  -0.246  -1.236  0.185
H  2.629  0.546  -0.183  0.194